Entry 1:
The following is a DFT calculation (ωB97M-V/def2-TZVPD) of a 2-piece molecular cluster, C21H33F4NO8P3 overall in a non-equilibrium geometry.

XYZ file:
```
70
Properties=species:S:1:pos:R:3:mulliken_charge:R:1
C -0.98 -2.67 1.99 -1.484
C -0.52 -1.78 0.85 0.976
O -1.66 -1.31 0.11 -0.252
P -1.48 -0.17 -1.02 0.851
O -2.41 -0.49 -2.11 -0.738
C 0.20 -0.07 -1.71 -0.945
C 1.01 1.17 -1.28 -2.078
C 1.51 1.19 0.18 0.434
C 2.82 0.44 0.53 -0.360
P 3.06 -1.37 0.41 0.668
O 4.51 -1.58 0.16 -0.665
C 3.87 1.25 -0.12 -0.315
N 3.45 2.47 -0.18 0.362
C 4.34 3.48 -0.75 0.292
F 4.85 3.01 -1.90 -0.291
F 3.65 4.59 -1.04 -0.272
C 5.52 3.90 0.16 0.164
F 6.40 2.89 0.28 -0.248
F 5.06 4.28 1.36 -0.194
C 2.08 2.64 0.34 -0.865
P 2.14 3.35 2.10 0.072
C 1.98 5.16 1.86 -1.075
C 0.62 2.88 3.01 -0.299
C 0.52 1.39 3.40 -0.927
O -1.81 1.27 -0.40 -0.138
C -3.20 1.38 0.03 -0.323
C -3.37 2.67 0.80 -1.194
H -1.29 -3.64 1.60 0.336
H -0.12 -2.86 2.64 0.404
H -1.81 -2.23 2.54 0.330
H 0.07 -0.96 1.28 -0.540
H 0.09 -2.40 0.19 0.220
H 0.05 0.00 -2.79 0.518
H 0.70 -1.02 -1.54 0.321
H 1.84 1.31 -1.98 0.674
H 0.35 2.03 -1.42 0.657
H 0.64 1.07 0.82 0.476
H 2.97 0.67 1.60 0.381
H 2.33 -1.93 -0.65 0.070
H 2.72 -1.90 1.67 0.073
H 4.84 0.89 -0.46 0.624
H 6.02 4.75 -0.32 0.388
H 1.51 3.37 -0.23 0.802
H 0.92 5.42 1.75 0.403
H 2.48 5.51 0.96 0.301
H 2.33 5.67 2.76 0.389
H 0.66 3.46 3.94 0.494
H -0.26 3.25 2.48 0.112
H 1.12 0.73 2.77 0.103
H 0.87 1.26 4.42 0.459
H -0.53 1.10 3.39 0.241
H -3.45 0.53 0.67 0.316
H -3.83 1.41 -0.85 0.311
H -3.25 3.51 0.11 0.324
H -4.38 2.68 1.20 0.428
H -2.65 2.75 1.61 0.172
C -3.91 -6.37 -1.52 -1.057
C -4.20 -6.64 -2.80 0.289
C -4.08 -5.60 -3.88 1.042
O -4.34 -5.94 -5.02 -0.612
C -3.67 -4.26 -3.51 -0.786
C -3.39 -3.98 -2.23 -0.077
C -3.48 -5.03 -1.15 1.095
O -3.19 -4.71 -0.01 -0.598
O -3.01 -2.78 -1.82 -0.171
O -4.60 -7.84 -3.21 -0.560
H -3.99 -7.11 -0.73 0.443
H -3.61 -3.52 -4.29 0.489
H -2.88 -2.86 -0.85 0.189
H -4.74 -7.76 -4.17 0.369
```

Output
Strongest force on any atom = 2.8 eV Å⁻¹
2S+1 = 1
HOMO level = -10.9 eV
DFT total energy = -2899.98204 hartree
Total charge = +1

Entry 2:
The following is a DFT calculation (ωB97M-V/def2-TZVPD) of a 2-piece molecular cluster, C21H33IN3O6S overall in a non-equilibrium geometry.

XYZ file:
```
65
Properties=species:S:1:pos:R:3:mulliken_charge:R:1
O -5.16 4.51 -3.12 -0.584
S -4.99 3.13 -3.44 1.215
O -5.94 2.15 -3.02 -0.594
O -4.85 2.97 -5.01 -0.467
C -3.39 2.63 -2.85 -0.787
C -3.29 2.92 -1.34 -0.440
C -1.87 3.34 -0.90 -1.397
N -1.52 2.75 0.40 0.226
C -0.85 3.71 1.35 -0.707
C -0.10 2.77 2.33 -0.605
N -0.33 1.40 1.80 0.291
C -1.42 0.68 2.50 -0.955
C -1.49 -0.82 2.15 0.363
C -2.93 -1.30 1.96 -1.358
I -3.53 -1.15 -0.08 0.024
C -0.69 1.67 0.47 -0.460
N -0.25 1.00 -0.54 0.455
C 0.66 -0.16 -0.49 -1.333
C 1.90 0.04 -1.36 -0.989
C 3.18 -0.35 -0.65 0.343
C 3.45 0.00 0.67 0.006
C 4.62 -0.40 1.30 -0.806
C 5.55 -1.16 0.61 -0.444
C 5.30 -1.51 -0.71 -0.728
C 4.13 -1.11 -1.34 -0.410
H -4.21 3.60 -5.36 0.364
H -2.63 3.16 -3.43 0.517
H -3.30 1.56 -3.05 0.317
H -3.97 3.74 -1.10 0.538
H -3.62 2.05 -0.77 0.252
H -1.83 4.42 -0.80 0.364
H -1.14 3.08 -1.67 0.606
H -1.55 4.40 1.79 0.431
H -0.09 4.23 0.76 0.409
H 0.97 2.97 2.30 0.365
H -0.47 2.82 3.35 0.389
H -2.39 1.16 2.31 0.502
H -1.22 0.79 3.57 0.438
H -1.03 -1.41 2.95 0.499
H -0.92 -1.01 1.25 -0.261
H -3.07 -2.33 2.27 0.541
H -3.63 -0.69 2.55 0.478
H -0.54 1.28 -1.46 0.282
H 0.10 -1.02 -0.86 0.305
H 0.91 -0.35 0.55 0.692
H 1.81 -0.63 -2.22 0.435
H 1.97 1.06 -1.75 0.495
H 2.72 0.60 1.22 0.432
H 4.79 -0.12 2.33 0.409
H 6.46 -1.48 1.11 0.416
H 6.03 -2.10 -1.26 0.405
H 3.95 -1.41 -2.37 0.412
C 2.37 -4.10 2.00 -1.368
C 1.29 -4.06 0.94 0.641
C 1.06 -5.35 0.17 -0.575
O 0.59 -4.86 -1.10 -0.363
C 1.12 -3.64 -1.28 0.554
O 1.09 -3.01 -2.30 -0.524
O 1.68 -3.18 -0.14 -0.025
H 2.73 -3.10 2.21 0.307
H 1.97 -4.53 2.92 0.402
H 3.22 -4.70 1.68 0.347
H 0.35 -3.68 1.36 0.073
H 0.31 -6.01 0.61 0.317
H 1.98 -5.90 0.01 0.324
```

Output
Strongest force on any atom = 1.7 eV Å⁻¹
2S+1 = 1
HOMO level = -11.5 eV
DFT total energy = -2131.37082 hartree
Total charge = +1

Entry 3:
The following is a DFT calculation (ωB97M-V/def2-TZVPD) of a single C21H33N5O3 molecule.

XYZ file:
```
62
Properties=species:S:1:pos:R:3:mulliken_charge:R:1
C -2.10 -3.63 0.37 -0.834
O -2.10 -2.25 0.65 -0.227
C -1.42 -1.50 -0.33 -0.671
C -1.31 -0.07 0.20 -0.412
C -0.64 0.85 -0.82 -1.854
N 0.76 0.52 -0.95 0.174
C 1.20 -0.17 -2.05 0.600
O 0.46 -0.37 -3.00 -0.653
C 2.64 -0.64 -2.02 -0.577
C 3.07 -1.79 -1.08 -0.559
C 4.11 -2.18 -2.15 -1.022
C 3.25 -1.45 -3.19 1.187
C 2.33 -2.31 -4.10 -0.985
C 2.56 -1.29 -5.24 -0.435
C 3.77 -0.74 -4.45 -1.064
C 1.47 0.66 0.32 -0.925
C 0.86 -0.25 1.37 -0.649
N -0.59 -0.01 1.47 0.738
C -1.16 -0.53 2.63 0.306
O -0.48 -1.08 3.47 -0.646
C -2.62 -0.22 2.94 -0.513
C -2.80 1.02 3.75 0.343
N -3.22 0.99 4.99 -0.416
N -3.29 2.27 5.45 -0.712
C -2.91 3.04 4.47 -0.101
N -2.59 2.32 3.37 0.282
C -2.12 2.85 2.09 1.421
C -0.71 3.42 2.24 -1.351
C -3.10 3.88 1.54 -1.599
H -2.62 -4.13 1.18 0.262
H -2.60 -3.85 -0.57 0.316
H -1.07 -4.02 0.32 0.309
H -0.43 -1.92 -0.52 0.091
H -1.97 -1.50 -1.28 0.593
H -2.33 0.29 0.35 0.588
H -1.11 0.74 -1.80 0.617
H -0.74 1.89 -0.50 0.362
H 3.29 0.22 -1.84 0.567
H 3.43 -1.55 -0.08 0.443
H 2.28 -2.55 -1.00 0.221
H 5.06 -1.67 -1.98 0.295
H 4.30 -3.24 -2.32 0.364
H 2.82 -3.26 -4.30 0.438
H 1.31 -2.48 -3.78 0.201
H 2.75 -1.69 -6.23 0.411
H 1.74 -0.57 -5.28 0.146
H 3.88 0.34 -4.39 0.283
H 4.72 -1.17 -4.79 0.340
H 2.52 0.44 0.20 0.598
H 1.38 1.70 0.64 0.144
H 1.07 -1.30 1.13 0.249
H 1.30 -0.06 2.34 0.553
H -3.24 -0.20 2.04 0.398
H -2.98 -1.04 3.56 0.386
H -2.86 4.12 4.51 0.417
H -2.09 2.01 1.41 -0.736
H -0.34 3.76 1.28 0.373
H -0.71 4.26 2.93 0.425
H -0.04 2.65 2.62 0.310
H -2.78 4.21 0.55 0.416
H -4.11 3.46 1.46 0.416
H -3.15 4.77 2.18 0.355
```

Output
Strongest force on any atom = 0.4 eV Å⁻¹
2S+1 = 1
HOMO level = -9.3 eV
DFT total energy = -1319.47317 hartree
Structure (SMILES) = COC[C@@H]1CN(C(=O)[C@H]2CCC23CCC3)CCN1C(=O)Cc1nncn1C(C)C
Total charge = 0

Entry 4:
The following is a DFT calculation (ωB97M-V/def2-TZVPD) of C21H34BCaN10SbSe4 as an isolated structure in a non-equilibrium geometry.

XYZ file:
```
72
Properties=species:S:1:pos:R:3:mulliken_charge:R:1
Ca -1.10 -0.76 -0.97 0.829
C -1.81 -1.81 -4.30 -1.275
C -0.38 -1.82 -3.89 0.563
C 0.75 -2.33 -4.55 -1.421
C 1.81 -2.10 -3.69 0.966
C 3.24 -2.44 -3.88 -1.368
N 1.32 -1.49 -2.59 0.949
N 0.00 -1.33 -2.73 -0.471
B 2.09 -0.91 -1.40 -1.230
N 1.69 -1.58 -0.07 0.767
N 0.43 -1.51 0.39 1.166
C 0.36 -2.20 1.51 0.323
C -0.93 -2.42 2.23 -1.071
C 1.63 -2.71 1.82 -1.832
C 2.45 -2.30 0.78 1.071
C 3.89 -2.59 0.58 -1.399
N 1.77 0.59 -1.29 1.011
N 0.58 1.07 -1.66 -0.391
C 0.60 2.38 -1.53 0.355
C -0.58 3.21 -1.90 -1.336
C 1.85 2.78 -1.04 -1.142
C 2.57 1.60 -0.90 0.837
C 3.95 1.42 -0.37 -1.337
H -1.92 -1.54 -5.35 0.362
H -2.35 -1.08 -3.69 0.198
H -2.26 -2.79 -4.15 0.208
H 0.78 -2.81 -5.51 0.455
H 3.39 -2.92 -4.85 0.354
H 3.58 -3.12 -3.10 0.202
H 3.86 -1.54 -3.84 0.248
H 3.26 -1.06 -1.56 -0.219
H -1.65 -1.66 1.94 -0.268
H -0.79 -2.41 3.31 0.326
H -1.33 -3.40 1.94 0.292
H 1.91 -3.31 2.66 0.490
H 4.26 -3.21 1.40 0.362
H 4.49 -1.68 0.54 0.196
H 4.04 -3.14 -0.35 0.215
H -1.44 2.56 -2.07 0.219
H -0.40 3.77 -2.81 0.360
H -0.83 3.91 -1.09 0.315
H 2.20 3.77 -0.81 0.450
H 4.45 2.38 -0.26 0.402
H 4.55 0.79 -1.02 0.260
H 3.92 0.93 0.61 0.157
Se -5.88 -2.88 -2.48 -0.797
Sb -4.25 -2.22 -0.79 0.880
Se -3.53 0.30 -1.20 -0.817
Se -2.11 -3.54 -1.08 -0.614
Se -5.00 -2.42 1.53 -0.779
C -0.60 0.82 2.99 -0.487
N -1.64 0.84 1.98 1.120
C -1.44 2.03 1.16 -0.569
N -1.47 3.26 1.94 0.058
C -0.44 3.18 2.96 -0.767
N -0.61 2.02 3.83 -0.004
C -1.94 2.11 4.44 -0.715
N -3.01 2.17 3.46 0.058
C -2.94 0.96 2.63 -0.577
C -2.78 3.32 2.60 -0.746
H 0.38 0.76 2.49 -0.039
H -0.72 -0.05 3.64 0.248
H -2.22 2.09 0.41 0.239
H -0.46 1.94 0.67 -0.177
H -0.48 4.09 3.58 0.353
H 0.54 3.12 2.48 0.339
H -1.98 3.02 5.06 0.329
H -2.09 1.23 5.08 0.358
H -3.72 1.02 1.86 0.126
H -3.14 0.07 3.24 0.137
H -2.83 4.24 3.20 0.324
H -3.56 3.34 1.83 0.375
```

Output
Strongest force on any atom = 2.4 eV Å⁻¹
2S+1 = 1
HOMO level = -1.0 eV
DFT total energy = -11916.96166 hartree
Total charge = -2

Entry 5:
The following is a DFT calculation (ωB97M-V/def2-TZVPD) of an isolated ion of composition C21H34BN2O6 and charge +1 in a non-equilibrium geometry.

XYZ file:
```
64
Properties=species:S:1:pos:R:3:mulliken_charge:R:1
C -3.04 3.28 0.93 -0.745
C -4.08 2.39 0.91 -0.178
C -3.90 0.86 0.98 -1.282
C -2.42 0.55 0.88 0.874
C -1.75 0.59 -0.31 0.052
C -2.47 0.90 -1.58 -0.588
C -1.78 0.40 -2.87 -1.373
C -1.28 -1.07 -2.83 -0.633
C -2.18 -2.05 -2.08 -0.033
N -1.95 -3.43 -2.54 -0.702
N -0.44 0.34 -0.32 0.743
C 0.24 0.03 0.77 0.302
C 1.73 -0.20 0.58 -0.953
C 2.46 1.11 0.93 -0.619
C 3.84 1.25 0.25 -0.853
C 3.61 1.74 -1.19 -0.243
O 4.87 1.74 -1.85 -0.308
C 4.88 0.98 -3.01 0.714
C 3.82 1.23 -4.08 -0.842
O 5.74 0.14 -3.14 -0.523
C -0.36 -0.07 1.99 -0.094
B 0.54 -0.50 3.25 0.963
O 0.50 0.30 4.37 -0.655
O 1.37 -1.58 3.27 -0.385
C 0.73 -2.83 2.95 -0.073
C 1.41 -3.52 1.76 -1.179
C -1.73 0.22 2.03 0.322
C -2.48 0.14 3.34 -0.619
O -3.30 -0.72 3.59 -0.523
O -2.18 1.14 4.21 -0.449
H -2.97 4.01 1.73 0.265
H -2.24 3.28 0.19 0.259
H -5.08 2.82 0.81 0.437
H -4.41 0.42 0.13 0.434
H -4.34 0.53 1.92 0.597
H -3.51 0.59 -1.57 0.336
H -2.50 2.00 -1.65 0.383
H -2.49 0.49 -3.70 0.483
H -0.93 1.03 -3.16 0.278
H -0.24 -1.15 -2.50 0.393
H -1.25 -1.41 -3.88 0.572
H -3.24 -1.78 -2.09 0.200
H -1.85 -2.03 -1.02 0.062
H -1.66 -4.00 -1.75 0.282
H -1.14 -3.45 -3.15 0.266
H 0.04 0.40 -1.21 -0.020
H 1.85 -0.46 -0.48 0.359
H 2.08 -1.06 1.14 0.173
H 1.83 1.93 0.54 0.401
H 2.49 1.29 2.01 0.479
H 4.36 0.29 0.27 0.312
H 4.38 2.05 0.75 0.342
H 2.88 1.06 -1.65 0.108
H 3.16 2.74 -1.19 0.299
H 3.11 0.41 -4.04 0.218
H 3.28 2.14 -3.81 0.301
H 4.29 1.33 -5.06 0.330
H 0.37 -0.23 5.16 0.350
H 0.83 -3.51 3.80 0.505
H -0.34 -2.74 2.77 0.196
H 0.93 -3.25 0.81 0.174
H 2.47 -3.27 1.72 0.283
H 1.35 -4.60 1.89 0.442
H -1.93 0.76 5.05 0.383
```

Output
Strongest force on any atom = 2.9 eV Å⁻¹
2S+1 = 1
HOMO level = -11.4 eV
DFT total energy = -1406.16379 hartree
Structure (SMILES) = C=CCc1c(CCCCN)[nH+]c(CCCCOC(C)=O)c(B(O)OCC)c1C(=O)O
Total charge = +1

Entry 6:
The following is a DFT calculation (ωB97M-V/def2-TZVPD) of a 7-piece molecular cluster, C21H34BO18S overall.

XYZ file:
```
75
Properties=species:S:1:pos:R:3:mulliken_charge:R:1
B -2.31 0.76 -1.07 0.640
C -3.83 1.44 -1.02 -0.061
S -5.18 0.21 -0.97 -0.200
C -6.61 1.15 -1.61 -0.509
C -7.58 1.50 -0.50 -0.848
H -1.81 0.97 -2.19 -0.314
H -1.59 1.29 -0.22 -0.306
H -2.37 -0.44 -0.89 -0.388
H -4.02 2.04 -1.92 -0.430
H -3.96 2.11 -0.16 0.164
H -6.22 2.05 -2.09 0.244
H -7.09 0.55 -2.39 0.362
H -7.08 2.17 0.20 0.092
H -8.51 1.98 -0.84 0.420
H -7.85 0.60 0.07 0.225
C 1.46 -3.17 0.94 0.008
C 0.00 -3.10 0.54 -0.382
O -0.07 -1.86 -0.16 -0.258
C 1.15 -1.56 -0.63 0.566
O 1.42 -0.68 -1.38 -0.530
O 2.09 -2.41 -0.10 -0.339
H 1.87 -4.18 0.95 0.063
H 1.65 -2.68 1.89 0.202
H -0.29 -3.91 -0.13 0.270
H -0.69 -3.07 1.38 0.317
C -2.82 1.76 -4.67 -0.164
C -2.38 3.11 -4.16 -0.099
O -2.97 4.01 -5.12 -0.394
C -4.01 3.38 -5.71 0.639
O -4.80 3.92 -6.43 -0.571
O -4.05 2.08 -5.36 -0.360
H -3.00 1.05 -3.87 0.173
H -2.13 1.33 -5.40 0.271
H -2.79 3.32 -3.18 0.185
H -1.30 3.25 -4.15 0.319
C 4.32 2.29 0.00 0.021
C 3.31 1.18 0.24 -0.185
O 3.29 1.12 1.68 -0.295
C 3.70 2.30 2.17 0.617
O 3.66 2.61 3.32 -0.581
O 4.18 3.09 1.18 -0.367
H 4.10 2.90 -0.88 0.330
H 5.34 1.92 -0.06 -0.006
H 2.31 1.43 -0.12 0.195
H 3.60 0.21 -0.16 0.229
C 9.38 0.85 -1.59 -0.329
C 9.28 -0.42 -0.76 -0.306
O 7.87 -0.53 -0.54 -0.297
C 7.22 0.16 -1.51 0.683
O 6.05 0.13 -1.69 -0.493
O 8.11 0.88 -2.24 -0.324
H 10.16 0.84 -2.34 0.277
H 9.47 1.74 -0.96 0.258
H 9.62 -1.30 -1.32 0.272
H 9.79 -0.37 0.19 0.276
C 4.85 -5.28 2.93 -0.317
C 4.78 -6.40 3.96 -0.327
O 3.37 -6.55 4.15 -0.340
C 2.73 -6.08 3.05 0.675
O 1.57 -6.20 2.84 -0.509
O 3.61 -5.44 2.24 -0.281
H 5.67 -5.37 2.22 0.284
H 4.87 -4.29 3.40 0.270
H 5.19 -7.34 3.57 0.254
H 5.25 -6.16 4.91 0.298
C -6.09 2.29 2.80 0.215
C -6.52 1.05 3.56 -0.318
O -7.76 1.47 4.15 -0.355
C -8.27 2.47 3.40 0.693
O -9.38 2.90 3.51 -0.550
O -7.36 2.91 2.51 -0.370
H -5.58 2.08 1.87 -0.176
H -5.50 2.98 3.41 0.312
H -6.71 0.21 2.89 0.255
H -5.83 0.75 4.35 0.304
```

Output
Strongest force on any atom = 0.4 eV Å⁻¹
2S+1 = 1
HOMO level = -4.7 eV
DFT total energy = -2598.03847 hartree
Total charge = -1

> Which of these has the highest HOMO level?

C21H34BCaN10SbSe4

> Which value of 2S+1 does entry 3 give?

1

> DFT total energy of number 4 (C21H34BCaN10SbSe4)?

-11916.96166 hartree

> Which of these has the lowest DFT total energy?

C21H34BCaN10SbSe4